This record from OMol25 describes C6H14O3Zn as an isolated structure. The level of theory is ωB97M-V/def2-TZVPD.

Geometry as XYZ:
```
24
Properties=species:S:1:pos:R:3:lowdin_charge:R:1
H 0.28 0.26 -2.13 0.129
C 0.58 -2.44 -2.33 -0.228
O -0.19 -1.48 -3.05 -0.260
C -0.67 -0.43 -2.26 -0.135
H 0.05 -3.41 -2.32 0.076
H 1.51 -2.58 -2.91 0.059
H -1.55 0.05 -2.71 0.117
H -0.98 -0.91 -1.32 0.008
Zn 1.01 -1.72 -0.45 1.055
C -1.51 -0.98 0.77 0.049
O -0.14 -1.12 0.92 -0.335
C 0.49 -0.37 1.99 -0.129
C 0.89 1.02 1.56 -0.221
O -0.26 1.80 1.35 -0.181
C 0.03 3.08 0.86 -0.083
H -1.96 -1.83 0.26 0.099
H -2.06 -0.36 1.47 0.108
H 1.38 -0.94 2.28 0.140
H -0.21 -0.35 2.84 0.152
H 1.50 0.98 0.64 0.126
H 1.51 1.44 2.37 0.152
H -0.92 3.60 0.71 0.104
H 0.65 3.66 1.57 0.102
H 0.57 3.03 -0.11 0.096
```

Calculated values
Gap between HOMO and LUMO (alpha / beta) (eV): 7.503 / 8.339
Expectation value of S²: 0.7532
Net charge: +1
Multiplicity: 2

This record from OMol25 describes a single C3H7NO2 molecule. The level of theory is ωB97M-V/def2-TZVPD.

Geometry as XYZ:
```
13
Properties=species:S:1:pos:R:3:lowdin_charge:R:1
N -1.34 -1.05 -1.03 0.105
C -0.67 0.16 -1.36 -0.505
O -0.45 0.52 -2.49 0.096
C -0.23 0.96 -0.14 -0.109
C 0.99 0.30 0.52 -0.249
O 0.60 -0.96 1.06 -0.081
H -0.63 -1.72 -0.73 0.088
H -1.79 -0.83 -0.15 0.071
H -1.03 1.01 0.62 0.121
H 0.02 1.98 -0.45 0.120
H 1.78 0.16 -0.24 0.127
H 1.37 0.95 1.31 0.118
H 1.38 -1.41 1.39 0.097
```

Calculated values
Gap between HOMO and LUMO (eV): 10.331
SMILES: NC(=O)CCO
Net charge: 0

This record from OMol25 describes C31H64NO15S7 as an isolated structure. The level of theory is ωB97M-V/def2-TZVPD.

Geometry as XYZ:
```
118
Properties=species:S:1:pos:R:3:lowdin_charge:R:1
C 1.74 -2.90 -1.24 0.039
C 1.50 -2.06 -0.02 -0.318
O 2.26 -2.04 0.95 0.112
N 0.20 -1.16 0.15 0.124
H -0.52 -1.91 -0.15 0.203
H 0.25 -0.81 1.06 0.058
C 0.15 -0.08 -0.92 -0.003
H 2.68 -3.29 -1.37 0.074
H 1.17 -2.52 -2.11 0.088
H 1.19 -3.83 -0.90 0.121
H -0.79 0.49 -1.02 0.086
H 0.37 -0.44 -1.96 0.088
H 0.87 0.54 -0.76 0.013
C 1.34 -2.92 4.92 -0.200
C 1.40 -1.40 5.64 -0.198
C 0.35 -0.58 5.12 -0.195
S -0.70 -1.68 4.06 0.668
O -0.38 -1.55 2.75 -0.277
O -2.10 -1.57 4.47 -0.323
C -0.02 -3.26 4.60 -0.242
H 2.04 -3.74 5.50 0.168
H 1.99 -2.63 4.02 0.117
H 2.36 -1.00 5.37 0.095
H 1.44 -1.76 6.61 0.083
H 0.55 0.13 4.28 0.100
H -0.51 -0.51 5.86 0.131
H -0.12 -3.80 3.78 0.041
H -0.65 -3.68 5.41 0.140
C -1.17 4.56 -2.37 -0.223
C -0.10 5.49 -1.88 -0.256
C 0.32 4.90 -0.69 -0.298
S -0.89 3.97 0.12 0.674
O -1.29 4.78 1.23 -0.286
O -0.49 2.59 0.13 -0.305
C -2.03 4.13 -1.19 -0.225
H -0.70 3.70 -3.01 0.118
H -1.87 5.21 -3.17 0.181
H -0.67 6.41 -1.69 0.137
H 0.67 5.61 -2.63 0.135
H 0.68 5.63 -0.14 0.062
H 1.25 4.22 -0.79 0.157
H -2.70 4.97 -1.04 0.124
H -2.53 3.26 -1.22 0.028
C -4.49 0.61 -5.48 -0.238
C -4.85 1.78 -4.66 -0.245
C -3.87 1.95 -3.62 -0.240
S -2.35 1.34 -4.28 0.600
O -1.88 0.30 -3.45 -0.285
O -1.59 2.36 -4.79 -0.262
C -3.05 0.42 -5.59 -0.234
H -5.10 0.69 -6.41 0.141
H -4.87 -0.21 -4.85 0.137
H -5.65 1.91 -4.21 0.042
H -4.74 2.73 -5.44 0.197
H -3.87 1.51 -2.65 0.091
H -3.92 3.03 -3.45 0.120
H -2.73 -0.65 -5.50 0.136
H -2.71 0.73 -6.55 0.103
C -6.12 -0.64 1.48 -0.129
C -5.36 0.21 2.59 -0.248
C -4.01 -0.01 2.35 -0.334
S -3.79 0.13 0.58 0.634
O -2.83 -0.87 0.24 -0.309
O -3.61 1.46 0.17 -0.287
C -5.37 -0.38 0.09 -0.176
H -7.19 -0.33 1.64 0.137
H -6.13 -1.58 1.67 0.032
H -5.54 0.01 3.76 0.172
H -5.54 1.43 2.50 0.176
H -3.67 -0.91 2.74 0.067
H -3.30 0.60 2.94 0.132
H -5.35 -1.29 -0.35 0.070
H -5.76 0.50 -0.45 0.118
C 2.59 -5.09 2.30 -0.201
C 3.19 -5.91 1.14 -0.313
C 4.47 -6.14 1.31 -0.339
S 4.66 -6.60 2.98 0.648
O 5.83 -5.95 3.49 -0.293
O 4.47 -8.01 3.25 -0.299
C 3.20 -5.79 3.56 -0.201
H 1.51 -4.90 2.15 0.118
H 3.00 -4.13 2.08 0.071
H 2.68 -5.30 0.21 0.165
H 2.71 -6.94 1.29 0.158
H 5.11 -5.28 1.29 0.114
H 5.21 -6.96 0.93 0.176
H 3.72 -4.97 4.19 0.117
H 2.54 -6.30 4.17 0.076
C 2.51 3.12 4.18 -0.197
C 3.80 2.34 3.80 -0.261
C 3.47 1.22 3.13 -0.270
S 2.24 1.80 2.07 0.618
O 1.26 0.84 2.01 -0.279
O 2.93 2.16 0.87 -0.275
C 1.69 3.19 2.97 -0.219
H 2.71 4.02 4.47 0.060
H 2.09 2.59 5.11 0.162
H 4.29 2.21 4.73 0.121
H 4.58 3.08 3.23 0.198
H 3.10 0.48 3.75 0.102
H 4.25 0.85 2.85 0.044
H 0.55 3.23 3.03 0.138
H 1.94 4.02 2.25 0.131
C 1.22 1.52 -6.35 -0.195
C 1.68 2.43 -5.21 -0.230
C 1.71 1.56 -4.12 -0.319
S 2.15 -0.08 -4.59 0.640
O 1.09 -0.99 -4.28 -0.321
O 3.49 -0.36 -4.31 -0.281
C 1.99 0.26 -6.34 -0.214
H 1.29 1.77 -7.45 0.149
H 0.20 1.34 -6.31 0.069
H 1.16 3.29 -4.79 0.120
H 2.71 2.82 -5.38 0.147
H 0.66 1.59 -3.74 0.094
H 2.39 1.75 -3.19 0.161
H 1.76 -0.57 -6.94 0.114
H 2.93 0.46 -6.60 0.060
```

Calculated values
Gap between HOMO and LUMO (eV): 10.168
Net charge: +1

Sequential electronic energy output: -60997.405 -8809.215 -141210.949 eV
Sequential relative energy (zero: lowest compared OMol25 entry of this formula, charge and spin) output: 0.000 1.313 2.195 eV